No. 1
This record from OMol25 describes a structure of composition C31H23F3N3PPtSe2. The level of theory is the ωB97M-V functional and the def2-TZVPD basis.

Summary:
multiplicity = 1
energy relative to the best compared isomer or geometry (same formula, charge and spin) = 0.0 kJ/mol

Cartesian coordinates (Å):
Pt -1.5293 -0.7786 -1.3630
Se -1.8606 1.0089 1.3499
P -0.4260 -0.4642 1.8669
Se -0.5085 -2.1338 0.4119
C -0.7039 -1.1938 3.5106
C 0.2095 -2.1259 4.0017
C 0.0110 -2.7026 5.2444
C -1.0964 -2.3472 6.0059
C -2.0037 -1.4186 5.5202
C -1.8108 -0.8420 4.2709
C 1.2824 0.1378 2.0258
C 2.3488 -0.4598 1.3681
C 3.6392 0.0176 1.5650
C 3.8620 1.0960 2.4052
C 2.7938 1.7009 3.0583
C 1.5079 1.2227 2.8730
H 1.0784 -2.3968 3.4124
H 0.7211 -3.4264 5.6230
H -1.2466 -2.7934 6.9807
H -2.8636 -1.1369 6.1145
H -2.5081 -0.1125 3.8764
H 2.1658 -1.2907 0.6995
H 4.4671 -0.4464 1.0448
H 4.8674 1.4722 2.5478
H 2.9649 2.5457 3.7131
H 0.6739 1.6973 3.3775
N -4.1303 -1.2213 -3.2825
C -4.3580 -1.7302 -2.0148
C -5.5837 -2.3802 -1.8165
C -5.9138 -2.8190 -0.5588
C -5.0265 -2.5897 0.4868
C -3.8304 -1.9769 0.2061
N -3.4729 -1.5795 -1.0336
C -3.2440 -0.3034 -3.8148
C -3.5228 0.1390 -5.1173
C -2.7470 1.1183 -5.6808
C -1.6990 1.6513 -4.9350
C -1.4600 1.1415 -3.6850
N -2.2025 0.1592 -3.1251
H -4.8709 -1.4501 -3.9238
H -6.2612 -2.5073 -2.6507
H -6.8599 -3.3152 -0.3876
H -5.2482 -2.8851 1.5013
H -3.0971 -1.7904 0.9731
H -4.3582 -0.2921 -5.6535
H -2.9562 1.4708 -6.6817
H -1.0633 2.4355 -5.3176
H -0.6337 1.4848 -3.0814
F 7.2760 2.2908 -0.5918
C 6.3628 3.1545 -1.0856
F 6.8717 3.6088 -2.2490
F 6.3219 4.1986 -0.2429
C 5.0266 2.5049 -1.2712
C 3.9025 2.9704 -0.6057
C 2.6867 2.3325 -0.7789
C 2.5787 1.2190 -1.6163
C 3.7179 0.7729 -2.2944
C 4.9321 1.4096 -2.1217
C 1.3313 0.5242 -1.7066
C 0.2552 -0.0220 -1.5834
H 3.9784 3.8193 0.0593
H 1.8098 2.6657 -0.2394
H 3.6400 -0.0893 -2.9434
H 5.8124 1.0512 -2.6405

Forces on the atoms, in the same order (eV/Å):
0.3 -0.2 -0.2
0.0 0.3 0.4
-0.1 0.0 -0.2
0.0 0.0 0.1
0.0 -0.1 0.0
0.0 0.0 0.0
0.0 0.0 0.0
0.0 0.0 0.0
0.0 0.0 0.0
0.0 0.0 0.0
0.0 0.1 -0.1
0.0 0.0 0.0
0.0 0.0 0.0
0.0 0.0 0.0
0.0 0.0 0.0
0.0 0.0 0.0
0.0 0.0 0.0
0.0 0.0 0.0
0.0 0.0 0.0
0.0 0.0 0.0
0.0 0.0 0.0
0.0 0.0 0.0
0.0 0.0 0.0
0.0 0.0 0.0
0.0 0.0 0.0
0.0 0.0 0.0
0.1 -0.3 -0.2
-0.1 0.1 0.1
0.0 0.0 0.0
0.0 0.0 0.0
0.0 0.0 0.0
0.0 0.0 -0.1
0.0 0.1 0.0
-0.1 0.1 0.1
0.0 0.0 0.0
0.0 0.0 0.0
0.0 0.0 0.0
0.0 0.0 0.1
-0.1 0.0 0.1
0.0 0.0 0.0
0.0 0.0 0.0
0.0 0.0 0.0
0.0 0.0 0.0
0.0 0.0 0.0
0.0 0.0 0.0
0.0 0.0 0.0
0.0 0.0 0.0
0.0 0.0 0.0
0.0 0.0 0.0
0.0 0.0 0.0
0.0 0.0 0.0
0.0 0.0 0.0
0.0 0.0 0.0
0.0 0.0 0.0
0.0 0.0 0.0
0.0 0.0 0.0
0.0 0.0 0.0
0.0 0.0 0.0
0.0 0.0 0.2
0.0 -0.1 -0.2
0.0 0.0 0.0
0.0 0.0 0.0
0.0 0.0 0.0
0.0 0.0 0.0

No. 2
This record from OMol25 describes a cluster of 8 separate species, C20H51Cl6NO16P4 in total in a non-equilibrium geometry. The level of theory is the ωB97M-V functional and the def2-TZVPD basis.

Summary:
E_tot = -6178.15014 hartree
SMILES string = COP(=O)(OC)OC.COP(=O)(OC)OC.COP(=O)(OC)OC.COP(=O)(OC)OC.ClCCCl.ClCCCl.ClCCCl.CC#N
multiplicity = 1

Cartesian coordinates (Å):
C -1.3369 1.8859 -4.7752
O -1.6368 2.8104 -5.8331
P -3.1890 3.3025 -5.7476
O -3.5360 4.2182 -6.8698
O -4.0341 1.9180 -5.6194
C -5.0707 1.6067 -6.5214
O -3.3933 3.8814 -4.2890
C -2.5699 5.0180 -3.9617
H -0.2733 1.6703 -4.8720
H -1.8955 0.9687 -4.8118
H -1.3487 2.2907 -3.7853
H -5.9543 1.3989 -5.9308
H -4.6869 0.7947 -7.0746
H -5.1898 2.4052 -7.2051
H -1.5018 4.7607 -3.8415
H -2.9874 5.4540 -3.1186
H -2.6400 5.7628 -4.7552
C 3.3635 -4.1940 1.0166
O 2.9339 -3.6297 2.2830
P 3.9183 -3.6823 3.5050
O 4.7478 -4.8830 3.6511
O 2.9507 -3.3276 4.7139
C 2.1793 -4.4072 5.2610
O 4.8022 -2.3582 3.4398
C 4.3860 -1.0717 3.0133
H 4.3284 -3.7748 0.7028
H 2.5139 -4.0455 0.3167
H 3.5706 -5.2705 1.1925
H 2.8129 -5.0010 5.8921
H 1.8298 -4.9980 4.4311
H 1.3356 -3.9833 5.8020
H 4.4124 -1.0995 1.9057
H 5.1531 -0.3608 3.3838
H 3.3609 -0.7492 3.3395
C -2.9905 -4.1553 0.3237
O -1.8652 -3.5751 -0.4254
P -1.7976 -2.0721 -0.8832
O -1.6846 -1.1408 0.2352
O -3.0548 -2.0427 -1.8692
C -3.8258 -0.7872 -2.0851
O -0.5382 -1.9962 -1.9070
C -0.6582 -2.1043 -3.3816
H -3.1934 -3.6247 1.3290
H -2.7465 -5.1931 0.4562
H -3.7890 -4.1136 -0.3455
H -3.7395 -0.1526 -1.1920
H -4.8918 -1.1445 -2.1622
H -3.4166 -0.2696 -2.9392
H -1.1103 -1.2046 -3.8258
H -1.1802 -3.0084 -3.7232
H 0.3958 -2.2575 -3.6488
C -0.2438 -2.3231 2.9077
O -0.9847 -1.1830 3.5780
P -0.5765 -0.7130 5.0386
O -0.9392 -1.5107 6.2101
O 1.0276 -0.4992 4.7686
C 1.8163 -0.0324 5.9293
O -1.1319 0.8085 5.0809
C -0.6257 1.6822 3.9938
H 0.8198 -2.0768 3.0033
H -0.5098 -2.1324 1.8552
H -0.6849 -3.2417 3.2336
H 1.9467 1.0735 5.8353
H 2.7994 -0.4421 5.9496
H 1.2932 -0.1793 6.8401
H 0.3998 1.5281 3.6627
H -0.8484 2.6903 4.3566
H -1.3331 1.4579 3.1654
Cl 5.4822 1.8529 -1.8771
C 3.9351 0.9449 -1.5789
C 3.9712 -0.2835 -2.4869
Cl 2.5053 -1.2161 -2.0352
H 3.1181 1.5488 -1.9332
H 3.9574 0.6889 -0.5411
H 4.7820 -0.9109 -2.3030
H 3.9207 -0.0236 -3.5508
Cl 2.4136 4.0696 0.2840
C 2.8362 5.3374 -0.9531
C 2.9996 4.6637 -2.3092
Cl 1.6628 3.6228 -2.8648
H 3.8756 5.6952 -0.7471
H 2.1407 6.1810 -0.9048
H 3.8800 3.9931 -2.4450
H 3.1854 5.3851 -3.1093
Cl 1.5356 0.0681 1.2026
C 0.5909 0.8520 -0.1880
C -0.5409 1.6687 0.3381
Cl -1.6926 2.1819 -0.9107
H 0.2594 0.0138 -0.7865
H 1.2907 1.5360 -0.6516
H -0.2586 2.5697 0.8671
H -1.1248 1.0754 1.0189
C -3.6303 -0.0078 2.6227
C -4.8994 -0.3316 1.9105
N -5.8653 -0.6905 1.4114
H -3.5740 -0.5774 3.5422
H -3.4551 1.0623 2.8102
H -2.7946 -0.3449 1.9660

Forces on the atoms, in the same order (eV/Å):
2.1 -0.1 -0.3
-1.8 0.0 0.9
-0.4 -0.2 -1.7
0.4 -1.3 1.4
1.7 1.8 0.9
0.2 0.1 0.4
0.5 -0.1 0.0
0.8 -0.2 -1.7
0.0 -0.3 -0.4
-0.4 -0.2 -0.2
-0.8 0.7 0.6
-0.2 -0.2 -0.3
-0.2 -1.4 -0.7
-0.6 0.9 -0.6
-0.6 -0.1 0.2
-0.5 0.5 1.8
0.0 -0.1 -0.2
-0.1 -0.9 0.4
-0.2 0.0 -0.9
0.9 0.8 1.2
-0.4 0.3 -0.3
0.2 0.2 -0.1
-0.1 0.4 -0.4
-0.1 -0.7 0.3
-0.2 0.6 -0.7
-0.5 0.3 -0.2
0.9 0.0 0.3
-0.4 0.5 -0.3
0.2 -0.3 0.4
-0.4 -0.5 -0.1
0.1 0.0 0.0
-0.1 0.4 0.5
-0.6 -0.4 -0.2
0.9 -0.6 0.0
1.4 1.3 1.2
0.3 -0.6 0.5
0.0 -1.1 -1.8
-0.2 0.6 -0.1
-0.3 1.5 0.4
-0.6 -1.3 1.2
-1.3 -0.1 0.1
0.7 -0.5 0.8
0.4 -0.7 -1.7
0.3 -0.3 0.3
-1.7 0.3 -0.7
0.0 -0.2 -0.3
1.2 0.7 -0.3
-0.2 0.0 -0.4
0.3 -0.3 0.3
-0.2 0.3 0.5
-0.4 0.5 -0.3
-0.7 2.7 -0.8
0.4 -0.9 0.3
1.2 1.0 -0.9
0.0 0.2 -0.4
0.0 -0.1 1.6
-0.8 1.8 -1.5
1.2 -0.7 -0.5
-2.4 -0.3 0.1
-0.3 -0.9 0.4
0.1 -0.4 0.4
0.4 -0.6 0.5
-0.2 -0.7 -0.1
0.5 -0.8 -0.2
-0.4 -0.6 0.8
0.0 -0.2 0.4
0.4 -0.2 -0.1
0.8 0.4 0.2
-0.3 0.0 0.0
1.3 -0.4 -1.6
-1.5 1.0 0.2
0.0 -0.2 -0.3
-0.2 0.5 0.5
-0.4 0.0 0.5
1.4 -0.9 0.3
0.0 0.0 0.4
0.2 0.8 -0.3
1.3 -0.8 -0.2
0.8 -0.4 -1.1
-0.5 0.2 0.0
-0.9 -0.1 0.3
0.0 -0.5 -0.1
-0.5 0.5 1.0
-0.4 0.3 0.3
-0.6 0.7 -0.6
0.7 0.1 0.5
-0.7 -0.2 1.1
0.0 0.0 -0.5
0.1 0.2 -0.2
0.2 -0.4 -0.4
0.4 0.1 -0.1
-0.2 -0.3 0.2
0.3 -0.2 -1.3
1.2 0.4 1.0
-0.3 0.0 -0.4
-0.1 0.0 0.2
-0.6 -0.4 0.0
-0.6 0.1 0.5